DFT (ωB97M-V/def2-TZVPD) results for a structure of composition C17H36BiGeN4OS.

```
61
Properties=species:S:1:pos:R:3:forces:R:3:lowdin_charge:R:1
H -3.22362 -2.60452 1.00380 0.000 -0.032 -0.050 0.09
H 0.35552 -1.04416 4.90997 0.020 -0.007 -0.015 0.08
H 0.64376 -0.13121 3.41119 0.015 -0.002 -0.002 0.04
C -0.12486 -0.69951 -4.20963 0.015 0.061 0.011 -0.59
N 1.99666 0.99348 -1.61809 0.040 0.290 0.114 -0.10
C 1.49769 4.86495 -2.77852 -0.055 -0.006 0.016 -0.20
H 2.72237 2.56372 0.54022 0.017 0.018 0.012 0.13
C -0.96588 -2.43340 -2.85712 0.036 -0.005 0.055 0.01
H 2.19824 0.34319 -2.37518 -0.066 -0.023 -0.006 0.08
H -2.28964 -0.93585 4.32492 0.001 -0.005 -0.009 0.10
H 0.83768 3.57573 0.20009 0.037 0.036 0.019 0.12
H -3.01467 0.65064 4.29030 -0.031 -0.042 -0.003 0.12
C -2.20534 -2.91948 1.24627 -0.060 0.099 -0.130 -0.30
H -0.66154 -5.22021 2.12794 0.011 0.011 -0.007 0.12
C 2.69550 3.02791 -0.44699 -0.098 -0.013 -0.082 -0.17
H -0.81570 1.74229 4.38692 -0.014 0.006 0.027 0.11
H 1.12904 -3.66067 3.35350 -0.003 0.100 0.050 0.11
C -0.91750 0.69937 4.70081 0.027 -0.048 -0.036 -0.25
H 0.88852 3.69134 -4.37039 -0.034 0.059 -0.031 0.08
H 4.02523 1.52808 -1.22553 -0.002 -0.030 -0.026 0.14
H -2.51618 -3.15839 3.38895 -0.055 0.009 -0.018 0.11
H 1.40372 5.87696 -3.17180 0.033 -0.006 -0.051 0.14
C 0.24616 -3.37724 2.78083 -0.075 -0.072 -0.103 -0.12
N 1.32785 3.53895 -0.68779 -0.034 0.165 -0.015 -0.19
H 0.58734 -3.19271 1.75945 0.051 -0.049 0.000 0.06
H -0.91374 -4.86387 3.82500 0.023 -0.024 -0.007 0.13
O -0.51934 -0.37801 -1.90956 -0.083 0.170 -0.145 -0.43
H -0.55330 -3.53169 -6.01126 -0.014 0.011 -0.002 0.14
H -1.52322 1.09927 2.15202 -0.028 0.027 0.018 0.06
H -1.34366 -4.31271 -3.76262 0.015 0.001 0.016 0.14
C -0.55259 -2.86388 -5.16041 -0.003 0.011 0.007 0.01
H 0.25140 5.29258 -1.07916 -0.006 -0.006 -0.002 0.13
H -1.79056 -3.46598 0.39869 -0.033 -0.106 0.050 0.07
N 0.53128 3.95131 -3.45285 0.096 0.027 0.104 -0.11
Bi -0.13105 1.92473 -2.15564 0.276 -0.504 -0.071 1.62
S 0.40520 0.95716 -4.42403 -0.133 0.079 -0.039 0.64
C -0.86872 -4.41443 2.83379 0.017 0.116 0.049 -0.23
H 1.22571 0.47824 4.94840 -0.005 -0.004 0.006 0.09
H 3.20898 2.45725 -2.47962 0.016 -0.024 -0.008 0.12
C -2.04287 0.18422 2.44405 -0.056 -0.041 0.058 -0.31
H -2.98961 -4.53212 2.41762 -0.002 0.001 0.017 0.13
H -1.13195 0.72044 5.77000 -0.001 0.040 0.001 0.13
H 0.16892 -1.04319 0.94898 0.005 0.054 -0.276 -0.03
H 1.91273 0.44467 -0.76317 0.042 -0.050 -0.022 0.10
H 3.42532 3.83924 -0.44325 0.006 0.004 0.031 0.14
N -0.53008 -1.16390 -3.00900 0.006 -0.016 0.037 -0.19
C -0.98532 -3.30452 -3.91202 -0.015 -0.020 -0.062 0.01
C 1.24759 4.89476 -1.28392 0.056 -0.054 -0.026 -0.19
C 3.08170 2.00085 -1.49773 -0.023 -0.027 0.007 -0.19
H -1.28073 -2.68450 -1.85729 -0.014 0.021 0.003 0.12
C -0.13087 -1.55870 -5.30388 -0.016 -0.016 -0.026 -0.04
C -2.12633 0.09291 3.99436 0.002 0.120 0.023 -0.24
C -2.21573 -3.77346 2.53531 -0.118 -0.096 -0.066 -0.24
H -0.33512 4.45829 -3.63457 0.003 -0.001 -0.035 0.11
H 0.18923 -1.17523 -6.26284 0.015 -0.013 0.004 0.13
H -3.05347 0.21466 2.02391 -0.009 0.029 0.019 0.08
H 2.50631 4.52180 -3.00427 -0.001 -0.006 -0.007 0.12
H 1.96782 5.56998 -0.81726 -0.022 0.018 0.039 0.14
C 0.39261 -0.04262 4.47836 -0.047 0.014 -0.015 -0.11
H -0.09582 -2.42148 3.24272 0.018 0.017 0.051 0.03
Ge -1.22107 -1.29137 1.52705 0.258 -0.269 0.546 1.17
```
Positions in Å, forces in eV/Å.

Properties
energy	-99385.302	eV
multiplicity	1
HOMO energy	-17.5	eV
energy relative to the best compared isomer or geometry (same formula, charge and spin)	1.03	kJ/mol
charge	+3

***

DFT (ωB97M-V/def2-TZVPD) results for a cluster of 2 separate species, C3H11N3O in total in a non-equilibrium geometry.

```
18
Properties=species:S:1:pos:R:3:forces:R:3:lowdin_charge:R:1
N 1.40754 0.83646 0.75711 -0.852 -1.412 0.473 -0.32
H 0.19133 2.30940 1.45125 -0.096 -0.155 0.240 0.09
H -0.67994 0.02348 0.18129 -1.052 -1.987 -1.345 0.03
C -1.25834 -0.85750 -0.33283 0.018 1.144 1.255 -0.19
C -2.65178 -0.34576 -0.67298 0.016 -0.070 0.094 -0.17
N 2.71801 -0.92244 0.07141 0.808 -0.601 1.872 -0.02
H 2.89285 -0.56319 1.19306 -0.300 -0.876 -3.279 0.15
H -3.11372 0.10624 0.20460 -0.052 0.045 -0.002 0.06
H -2.60366 0.41365 -1.45424 -0.117 -0.010 -0.053 0.06
N 1.58807 -0.19145 -0.16682 -0.679 1.475 -0.487 -0.10
H 0.04564 1.91254 -0.34480 -0.097 -0.327 -0.086 0.08
C 0.34491 1.61141 0.64741 1.590 1.157 0.123 0.02
H -0.81237 -1.33738 -1.20482 0.397 0.338 0.025 0.06
H 3.47410 -0.68429 -0.57627 -0.116 0.382 0.452 0.06
H -3.30187 -1.15630 -1.00314 -0.046 0.061 -0.116 0.06
O 2.09791 0.62247 1.82390 -0.714 1.239 -0.351 -0.09
H 0.97658 -0.15049 -1.00983 1.292 -0.284 1.143 0.15
H -1.31526 -1.62688 0.43566 0.001 -0.120 0.040 0.07
```
Positions in Å, forces in eV/Å.

Properties
energy	-9801.636	eV
multiplicity	1
SMILES	C=[N+]([O-])NN.CC
HOMO energy	-8.3	eV
energy relative to the best compared isomer or geometry (same formula, charge and spin)	614.18	kJ/mol

***

DFT (ωB97M-V/def2-TZVPD) results for a cluster of 2 separate species, CH3N2 in total in a non-equilibrium geometry.

```
6
Properties=species:S:1:pos:R:3:forces:R:3:lowdin_charge:R:1
H -1.70394 0.99287 0.11177 -0.542 0.896 -0.265 -0.01
H 2.59678 0.62873 -0.78231 0.436 0.705 -0.408 0.19
C -0.99675 0.19377 0.01306 0.332 -0.307 0.305 0.31
N 1.09537 -0.66012 -0.05904 1.683 0.760 -0.614 0.23
H -1.31968 -0.55813 0.72941 -0.197 -0.455 0.079 0.00
N 1.96206 -0.06196 -0.42352 -1.712 -1.599 0.904 0.28
```
Positions in Å, forces in eV/Å.

Properties
energy	-4051.364	eV
multiplicity	1
HOMO energy (alpha / beta)	-15.2 / -15.1	eV
energy relative to the best compared isomer or geometry (same formula, charge and spin)	497.34	kJ/mol
charge	+1